# C34H34Cl3N2O2SSi2Tl

A molecular structure, C34H34Cl3N2O2SSi2Tl (ωB97M-V/def2-TZVPD, the Open Molecules 2025 dataset).

Summary:
Kohn-Sham gap = 0.1932 hartree
Total energy = -111734.5686 eV
Molar mass = 901.64 g mol⁻¹
LUMO level = 4.02 eV
ΔE to the lowest compared entry with this formula, charge and spin = 1.075 eV
Charge = -2

Atoms and positions in Å:
Tl1 -0.5815 1.9756 0.7087
C1 -3.5466 -0.6469 0.2396
Si1 -3.0954 1.1840 0.5431
C2 -4.4331 1.7591 1.7814
C3 -3.6571 2.0106 -1.1128
C4 -4.9984 1.8799 -1.5011
C5 -5.4891 2.4183 -2.6803
C6 -4.6282 3.1174 -3.5176
C7 -3.2984 3.2588 -3.1539
C8 -2.7809 2.7195 -1.9668
Si2 -0.9001 2.9730 -1.6222
C9 -0.0599 2.2878 -3.1798
C10 -0.6637 4.8504 -1.7347
H1 -4.6324 -0.7752 0.1551
H2 -3.1908 -1.2855 1.0538
H3 -3.0852 -1.0096 -0.6822
H4 -5.4419 1.4762 1.4584
H5 -4.4051 2.8447 1.9044
H6 -4.2577 1.3117 2.7641
H7 -5.6845 1.3342 -0.8585
H8 -6.5339 2.2935 -2.9473
H9 -4.9917 3.5455 -4.4465
H10 -2.6357 3.8060 -3.8197
H11 -0.2667 2.9231 -4.0487
H12 -0.4087 1.2784 -3.4088
H13 1.0219 2.2530 -3.0256
H14 -1.0083 5.2412 -2.6983
H15 0.3937 5.1019 -1.6178
H16 -1.2167 5.3569 -0.9400
Cl1 4.2307 3.8908 0.9131
C11 4.5466 2.7474 -0.4159
Cl2 6.2388 2.1986 -0.2889
Cl3 4.3713 3.6203 -1.9704
C12 3.4671 1.5462 -0.3635
O1 3.9492 0.4182 -0.2551
O2 2.3148 1.9727 -0.4608
N1 0.0256 -0.3230 -1.0521
S1 1.0724 -1.3517 -0.5356
C13 0.2910 -2.9739 -0.3446
C14 -0.2520 -3.6724 -1.4160
C15 -0.9887 -4.8211 -1.1821
C16 -1.1859 -5.2692 0.1210
C17 -0.6487 -4.5650 1.1870
C18 0.0884 -3.4087 0.9556
C19 2.2036 -1.7781 -1.8745
C20 2.9600 -2.9425 -1.8702
C21 3.8471 -3.1830 -2.9074
C22 3.9835 -2.2583 -3.9366
C23 3.2412 -1.0872 -3.9181
C24 2.3502 -0.8395 -2.8815
H17 -0.4332 -0.5862 -1.9249
H18 -0.1001 -3.3118 -2.4272
H19 -1.4190 -5.3652 -2.0142
H20 -1.7689 -6.1641 0.3015
H21 -0.8117 -4.9052 2.2022
H22 0.4887 -2.8247 1.7768
H23 2.8534 -3.6584 -1.0640
H24 4.4360 -4.0925 -2.9120
H25 4.6790 -2.4482 -4.7454
H26 3.3587 -0.3542 -4.7065
H27 1.7826 0.0819 -2.8248
C25 -0.4226 3.7749 2.1053
H28 -0.4327 3.4656 3.1528
H29 -1.2819 4.4269 1.9217
H30 0.4947 4.3305 1.9029
N2 3.4115 -4.0819 7.9522
C26 2.9860 -3.4352 7.0992
C27 2.4502 -2.6309 6.0374
C28 1.1027 -2.7394 5.6897
C29 0.5863 -1.9613 4.6740
C30 1.3943 -1.0468 3.9754
C31 2.7506 -0.9566 4.3342
C32 3.2698 -1.7338 5.3484
C33 0.8622 -0.2476 2.9323
C34 0.4271 0.4514 2.0312
H31 0.4683 -3.4347 6.2247
H32 -0.4591 -2.0350 4.4037
H33 3.3805 -0.2658 3.7902
H34 4.3163 -1.6563 5.6141

Forces on the atoms, in the same order (eV/Å):
Tl -0.4067 0.4170 0.3429
C 0.0494 -0.0439 0.0659
Si -0.0641 0.0496 -0.1814
C -0.0060 -0.0117 0.0414
C 0.0220 0.0026 -0.0151
C 0.0227 0.0065 0.0079
C 0.0060 0.0081 -0.0143
C -0.0151 -0.0131 0.0119
C 0.0294 -0.0080 0.0170
C -0.0156 -0.0084 0.0610
Si 0.0286 -0.3094 -0.1069
C 0.0830 0.0153 -0.0009
C 0.0555 0.0448 0.0885
H 0.0027 -0.0071 -0.0275
H -0.0060 0.0196 0.0051
H 0.0340 0.0180 0.0157
H -0.0059 0.0143 0.0048
H 0.0099 0.0007 0.0014
H 0.0066 -0.0018 -0.0066
H 0.0019 -0.0043 0.0033
H 0.0007 0.0014 0.0014
H 0.0018 0.0023 0.0023
H 0.0034 -0.0002 -0.0014
H -0.0129 -0.0029 -0.0022
H 0.0074 0.0029 0.0283
H -0.0149 0.0202 0.0348
H -0.0069 -0.0007 0.0042
H -0.0014 -0.0150 -0.0031
H 0.0046 0.0041 0.0030
Cl 0.0009 -0.0084 -0.0112
C 0.0433 0.0452 0.0000
Cl -0.0177 -0.0033 0.0046
Cl 0.0018 -0.0180 0.0147
C -0.0969 -0.0399 -0.0475
O 0.0310 -0.0286 -0.0034
O 0.1572 -0.0193 -0.0865
N -0.2132 -0.0552 -0.1483
S 0.1628 0.1452 0.0414
C -0.0530 0.0403 -0.0682
C 0.0026 -0.0300 0.0222
C 0.0058 -0.0054 0.0046
C 0.0013 -0.0068 -0.0147
C 0.0169 0.0051 0.0009
C 0.0018 -0.0254 0.0160
C -0.0345 -0.0623 -0.0296
C -0.0168 0.0240 0.0050
C 0.0130 0.0171 -0.0156
C 0.0119 -0.0209 0.0138
C -0.0415 0.0073 0.0234
C 0.0421 -0.0044 -0.0240
H 0.0783 -0.1867 0.0090
H 0.0057 0.0083 0.0056
H -0.0002 -0.0085 0.0020
H -0.0018 -0.0017 0.0003
H 0.0042 0.0009 0.0041
H -0.0031 -0.0028 -0.0050
H -0.0039 -0.0043 -0.0053
H 0.0031 -0.0001 0.0030
H 0.0049 0.0023 0.0018
H 0.0135 0.0112 0.0082
H -0.0013 -0.0077 0.0055
C -0.0315 -0.0426 0.0826
H 0.0092 -0.0007 -0.0048
H 0.0227 0.0259 0.0142
H 0.0123 -0.0279 -0.0190
N 0.0009 -0.0027 0.0074
C -0.0277 0.0347 -0.0640
C 0.0276 -0.0540 0.0785
C -0.0146 -0.0075 -0.0103
C -0.0052 0.0163 0.0120
C 0.0035 -0.0386 -0.0417
C 0.0222 -0.0086 -0.0052
C 0.0106 0.0196 -0.0233
C -0.0521 0.0316 0.0088
C 0.0911 0.0885 -0.1320
H 0.0000 -0.0019 -0.0028
H 0.0000 -0.0021 0.0019
H 0.0005 -0.0034 -0.0097
H -0.0020 0.0053 -0.0006